Record 1
C44H60N4O6PSV | ωB97M-V with the def2-TZVPD basis set

Results
energy relative to the best compared isomer or geometry (same formula, charge and spin): 7.9 kcal per mole
total charge: -1
LUMO energy (alpha / beta): 2.25 / 2.25 eV
expectation value of S²: 3.76
multiplicity: 4
electronic energy: -4067.01973 a.u.
HOMO (alpha / beta): -4.2 / -5.2 eV

The geometry in XYZ format:
```
117
Properties=species:S:1:pos:R:3:forces:R:3:mulliken_charge:R:1
C 2.0029 -2.6375 -2.0186 -0.02 -0.03 -0.04 0.236
H -0.5993 -5.9608 2.6611 0.05 0.02 -0.05 0.091
C 1.9104 -0.1222 2.0456 0.07 0.04 0.06 0.486
N -1.1383 1.2455 0.2249 0.12 0.13 -0.17 0.878
O 0.3520 -3.4355 3.3838 -0.19 0.16 0.10 -0.331
H -3.6969 -1.0825 -2.7566 -0.11 -0.02 0.06 0.240
C -4.2535 1.0485 0.3481 -0.15 -0.14 0.06 -0.342
C 0.2812 -5.5711 2.1478 0.04 -0.13 -0.06 -1.340
C -3.6188 3.1209 -2.6326 0.09 0.01 -0.01 -1.636
H -0.0428 -5.0645 1.2377 0.02 -0.04 0.04 0.105
H 2.9677 -5.0198 -1.0808 -0.01 0.00 0.01 0.431
C 2.7291 2.1187 -2.1838 -0.03 0.04 0.01 -1.376
C -2.9315 -3.9258 3.9411 -0.13 0.06 0.20 1.849
C -1.8862 1.9029 -0.7710 0.37 0.07 -0.14 -1.956
H 1.9795 -5.4538 -2.4803 0.01 0.00 0.00 0.395
H -2.7568 4.6121 1.6346 -0.03 -0.03 0.04 0.321
C -3.0076 3.8675 -1.6431 0.04 -0.01 -0.01 -0.065
N -5.6134 -0.5257 -0.7490 0.13 -0.15 0.04 0.163
H 1.9287 -6.2195 4.2286 0.02 -0.01 0.02 0.403
H 0.2298 4.4367 -1.4709 -0.02 0.02 0.03 0.297
N 1.7200 -1.1718 -0.0740 -0.19 -0.07 0.16 2.299
H -0.7635 -4.6249 -1.3981 0.00 0.00 0.01 0.551
O -0.6324 -2.7548 1.1279 0.20 0.13 -0.09 0.294
C -5.0862 2.0343 -0.0769 -0.21 0.05 0.18 0.126
C 1.7387 1.3202 3.9256 0.01 0.00 0.07 -0.818
C 3.1280 -1.7947 -3.9870 -0.01 0.02 0.00 -1.463
C 1.9423 -5.0950 -1.4482 0.01 -0.01 0.02 -1.934
C -0.4441 0.0589 -3.0704 0.11 0.04 0.07 -0.848
C 1.2249 -3.7488 -1.3443 -0.01 0.01 -0.04 2.481
H 3.3083 2.2251 -3.1039 0.01 -0.02 -0.02 0.298
H -7.3093 0.1038 -1.7559 -0.01 0.03 0.00 0.417
C 2.2650 -1.4310 -1.3529 -0.14 -0.11 0.11 -0.820
H -2.2967 -2.0263 -3.2670 -0.01 0.02 0.00 0.355
V -0.3598 -0.7734 0.4123 -0.30 -0.66 -0.51 -0.106
C -1.2809 4.2710 0.0902 0.05 0.00 0.01 0.688
H 5.2956 1.1137 -1.9126 0.01 -0.01 0.00 0.369
H 0.4128 -5.5678 4.8796 0.10 0.01 -0.05 0.358
H -0.6166 3.7104 0.7418 -0.02 0.01 -0.01 0.052
C 1.0725 -4.6316 3.0492 0.07 -0.05 -0.06 2.117
H 3.4771 0.0899 3.4905 0.00 0.00 0.00 0.572
H 3.9131 0.1886 -3.8325 0.01 0.01 -0.01 0.297
H -4.3330 -5.3910 4.6807 -0.01 -0.01 0.00 0.403
C -1.7688 -0.1618 -2.3322 0.13 0.08 -0.14 3.334
H 2.8770 -3.4600 3.0148 0.02 0.00 0.00 0.322
H -0.0719 2.5191 4.0269 0.00 0.00 -0.01 0.611
C -2.1289 5.1942 0.9652 0.02 0.03 -0.05 -1.854
O -1.2189 -1.5122 3.2833 0.10 0.00 -0.01 -1.038
H -1.5593 -2.8931 5.2538 -0.05 -0.06 0.03 0.225
H 2.8427 3.0470 -1.6170 0.00 -0.01 -0.01 0.474
C -3.2161 1.8060 -2.7981 0.05 -0.06 0.04 -0.787
H 2.6393 0.9540 -0.4135 0.05 0.04 -0.10 -0.902
H -4.4555 -2.8449 2.8704 0.01 -0.01 0.00 0.210
C -3.9212 -2.7788 3.8190 -0.18 0.09 0.13 -1.377
C -6.4674 0.4447 -1.1707 -0.08 0.03 -0.07 -0.422
C -0.0013 1.2193 2.3216 0.11 0.02 0.11 -0.700
C -2.3383 1.1875 -1.9144 0.04 0.05 -0.16 1.205
H -3.3767 1.2860 0.9324 -0.44 -0.10 0.15 0.259
C 4.6963 1.0854 -0.9976 0.00 0.02 -0.01 -1.971
H 1.6763 2.0186 -2.4576 0.10 0.04 0.02 0.198
H 3.0350 -5.0394 2.2224 -0.01 -0.02 0.00 0.493
O 3.7641 -1.2362 1.0376 -0.06 0.02 0.00 -0.837
S -3.4534 -1.5940 0.3187 0.07 -0.06 0.10 -0.211
H 2.1553 1.7290 4.8386 0.00 0.00 -0.01 0.427
H 0.9276 -6.4069 1.8729 0.00 -0.04 -0.01 0.509
H -3.2077 4.9319 -1.5797 0.01 -0.01 0.00 0.275
H -1.5505 -0.7658 -1.4536 -0.14 -0.03 0.17 -2.136
H 0.0083 -0.8921 -3.3666 -0.02 0.02 0.01 0.432
C 3.2118 0.9340 -1.3431 0.06 0.04 0.02 1.719
C 2.5657 -0.9583 0.9456 0.05 0.04 0.15 -0.560
C -6.2294 1.7394 -0.8636 -0.02 -0.02 0.05 -1.072
H -3.3959 -1.8226 3.8527 -0.07 -0.11 0.00 0.192
H -1.4862 5.8421 1.5675 -0.01 -0.02 -0.01 0.458
P -0.9092 -2.8019 2.6214 0.16 0.46 -0.14 0.457
H -6.8935 2.5142 -1.2155 -0.01 0.00 0.00 0.432
H 2.2254 -3.7276 -3.8495 -0.01 -0.01 -0.01 0.306
C -0.1952 -3.8420 -1.9052 0.00 0.01 -0.01 -1.370
H -0.7387 -2.9056 -1.7566 0.01 -0.02 0.00 -0.143
H -2.7613 5.8443 0.3524 0.02 -0.02 0.02 0.349
C 1.3509 -5.3059 4.3844 0.06 -0.12 0.03 -1.873
C -2.1070 3.3019 -0.7447 0.08 0.03 -0.04 1.431
H 1.9167 -4.6390 5.0364 -0.02 0.01 -0.01 0.340
H -4.6419 -2.8301 4.6384 -0.05 0.02 0.02 0.519
O -2.0612 -3.9032 2.8071 0.22 0.01 -0.47 -0.158
C -0.3766 5.0909 -0.8396 0.03 -0.01 -0.03 -1.419
C -1.2105 1.6678 1.5170 0.18 0.14 0.25 0.727
H -2.7869 -0.6207 -4.2035 0.01 0.01 0.02 0.467
H -1.4463 -4.6648 5.3358 -0.06 0.06 -0.01 0.156
C 0.4904 1.7671 3.4920 0.05 0.00 -0.02 -0.931
H -0.9603 5.7415 -1.4957 -0.01 -0.02 0.00 0.301
H 5.0312 0.2516 -0.3807 -0.01 0.03 -0.02 0.394
H 0.2959 5.7223 -0.2528 -0.01 0.00 0.00 0.452
C -2.1326 -3.8210 5.2329 -0.04 -0.04 0.20 -1.334
C 2.9532 -0.4016 -2.0150 0.08 0.10 -0.13 1.300
H -2.9055 -6.0817 3.8849 0.00 -0.01 0.00 0.392
C 2.4351 -2.7979 -3.3328 -0.01 0.01 0.07 -0.187
O -2.0589 2.3760 2.0616 0.00 0.00 -0.08 -0.731
C -2.7017 -1.0157 -3.1880 0.07 -0.01 -0.07 -2.012
H 2.1718 -3.7166 1.4225 -0.02 0.00 0.05 0.164
H -4.8568 3.0605 0.1824 -0.06 -0.07 0.04 0.588
H 0.2748 0.5792 -2.4332 -0.11 -0.07 -0.03 -0.497
C -4.4720 -0.3122 -0.0243 -0.09 0.21 -0.07 -0.134
H -2.8205 -3.8288 6.0810 0.00 -0.01 0.03 0.539
H 4.8718 2.0175 -0.4533 0.00 0.00 0.00 0.445
H -3.5873 1.2454 -3.6457 -0.02 0.00 0.00 0.357
N 0.7013 0.2858 1.7099 -0.14 -0.14 -0.09 1.615
C 2.4823 0.3935 3.1968 0.00 0.01 -0.03 -0.879
H -4.3295 3.5737 -3.3134 0.00 0.00 0.00 0.385
H -0.6057 0.6642 -3.9665 -0.02 0.00 0.00 0.488
H -4.1882 -5.3403 2.9116 0.01 0.00 0.00 0.351
H -5.7764 -1.4891 -1.0087 0.01 0.04 0.01 0.319
C 2.3679 -4.1897 2.3844 0.05 -0.01 -0.04 -1.575
H 1.1289 -3.4880 -0.2931 0.00 0.01 0.03 -1.737
C 3.3820 -0.6060 -3.3209 0.02 0.03 0.03 -0.590
H 1.4215 -5.8515 -0.8570 -0.02 0.01 0.02 0.393
C -3.6355 -5.2711 3.8496 -0.05 0.00 0.04 -1.862
H -0.1808 -4.0567 -2.9791 0.01 -0.01 0.02 0.415
H 3.4596 -1.9331 -5.0094 0.00 0.01 0.01 0.337
```
Forces are in eV/Å.

***

Record 2
C44H61Cl63IP | ωB97M-V with the def2-TZVPD basis set

Results
total charge: 0
LUMO energy: 0.09 eV
multiplicity: 1
electronic energy: -31344.14420 a.u.
HOMO: -8.3 eV

The geometry in XYZ format:
```
170
Properties=species:S:1:pos:R:3:forces:R:3:mulliken_charge:R:1
H 3.2719 -1.1958 -2.2596 -0.23 -0.28 0.07 -0.845
C -2.8169 4.6918 0.4174 -0.41 0.63 -0.15 0.878
Cl -4.4977 -0.0590 -7.5314 -0.01 0.03 -0.03 -0.119
Cl -6.8559 3.7751 -1.0232 0.00 -0.32 -0.12 -0.108
Cl 9.1664 -7.4169 -4.1982 -0.01 0.02 0.04 -0.123
Cl -6.8757 -2.4498 2.1079 0.04 0.01 -0.11 -0.081
C 3.9730 3.8323 0.0105 -0.01 -0.03 -0.02 -0.168
C -2.6438 6.5137 -3.1122 0.26 -0.07 -1.01 0.105
H -2.7436 3.6324 0.1758 0.36 -0.09 0.16 0.034
H -3.0159 -2.2579 -2.3489 -0.01 -0.03 0.07 -0.298
C 1.1429 -10.1854 -0.5114 0.07 -0.07 0.06 0.047
C -2.7559 -11.9117 7.1532 0.07 -0.03 -0.02 0.053
P 0.1152 -0.4548 -1.6388 -0.05 -1.24 -0.26 0.176
C -3.8808 4.9247 1.5161 0.70 -0.72 -0.36 -1.109
C -4.7030 8.1462 6.0946 -0.13 0.06 -0.02 -0.055
C -5.4292 10.3371 -1.7715 0.11 -0.10 0.07 -0.057
Cl -1.9640 -11.8422 8.7345 -0.08 -0.01 -0.07 -0.128
C -3.0809 5.3425 -4.0252 -0.38 -0.47 0.94 -1.248
C -1.1959 2.1231 -4.7062 0.27 -0.25 0.16 -1.605
Cl 11.4745 -8.0987 1.8943 0.01 0.01 -0.03 -0.124
H -3.2560 3.1632 -3.7980 -0.29 0.10 -0.23 0.753
Cl -6.8541 -1.7583 -7.6379 0.00 0.04 0.00 -0.126
H 8.0822 -8.2307 -2.2908 0.01 -0.01 0.00 0.177
C -0.7010 7.5487 -1.7410 -0.47 0.68 -0.46 -1.123
H -0.5459 7.2234 1.0511 0.06 0.09 0.13 0.494
H -1.2750 9.2658 -0.5517 0.31 -0.01 -0.12 0.542
H -6.3123 10.8863 -2.0693 0.00 -0.01 0.00 0.382
C -3.4969 -3.2186 -2.2010 -0.02 0.02 -0.15 0.570
H -6.7057 0.4792 -6.9690 0.01 -0.01 -0.01 0.292
Cl 7.3920 -9.7029 -3.9723 -0.01 0.01 0.03 -0.126
Cl -7.1833 -0.4105 6.0907 0.01 0.04 -0.01 -0.137
C 5.0422 -8.8492 9.7433 0.00 -0.17 -0.12 0.008
C 3.4996 -2.1965 0.8793 -1.28 -1.14 0.41 -0.551
C 5.6327 -0.5796 0.9512 1.72 1.61 0.60 -0.806
Cl 2.2185 -5.1555 -0.4756 -0.18 -0.08 -0.11 0.010
H 0.3841 -9.4728 -0.8076 0.02 0.01 -0.01 0.240
Cl -2.4454 -13.4634 6.3733 -0.03 -0.01 0.02 -0.124
Cl 0.3400 -11.6882 -0.0522 -0.04 0.03 -0.01 -0.132
H -0.5833 6.3072 -3.4760 0.14 -0.18 0.01 0.603
Cl -9.2632 -1.1874 0.9388 -0.02 -0.47 -0.22 -0.156
H 2.1041 -2.1944 -1.3371 0.36 0.15 0.13 -0.318
H 11.9920 -6.8686 -0.0264 -0.02 0.01 -0.01 0.323
Cl 4.3036 -10.3470 10.3040 0.00 0.03 0.02 -0.121
Cl 2.0297 -9.5133 0.8585 0.00 0.06 -0.04 -0.029
C -1.2252 6.3687 -2.5941 0.49 0.39 0.43 0.238
H 10.1451 0.6748 -0.9327 0.01 -0.01 0.01 0.343
Cl 2.2331 4.0932 -0.1085 -0.09 0.03 -0.04 -0.008
Cl 8.2540 -0.2851 0.0848 1.50 0.21 -0.61 0.014
C -6.0830 -0.3947 -6.8289 0.07 -0.06 0.01 0.007
C -0.0358 0.3777 -3.2977 -0.26 0.49 0.80 -0.907
H 0.8151 1.0471 -3.4314 0.00 0.15 0.01 0.576
H 6.5066 0.0971 0.9579 -1.49 -0.33 0.51 0.999
H -0.7115 5.1459 0.0193 -0.05 -0.02 -0.39 -0.407
Cl -7.2585 0.9931 -0.0879 0.01 0.39 0.08 0.027
H 6.0332 -1.4215 2.8740 0.08 0.33 0.36 1.149
C 3.3847 -6.5852 3.7379 0.16 0.12 -0.01 -0.348
Cl 4.1969 -8.1580 3.6983 -0.01 0.11 -0.09 -0.147
C 1.8346 -0.0586 -1.0888 -0.17 -0.37 -0.28 -0.925
Cl 3.8042 -7.6241 9.4322 0.40 0.12 0.29 -0.131
H -1.8428 6.9355 2.1598 -0.22 -0.01 0.03 0.364
C -1.7408 8.3720 -0.9716 -0.33 -0.42 0.71 -0.543
Cl -6.2844 7.5898 6.6443 0.02 -0.03 0.01 -0.107
C -1.1904 3.5659 -4.2088 -0.07 -0.20 -0.44 -0.139
C -2.0893 5.5902 -8.4471 0.08 -0.09 0.02 -0.047
C 1.4928 -5.1879 -2.0771 0.06 0.03 -0.14 0.315
H -3.4419 5.2451 2.4622 0.04 0.06 0.00 0.118
H -2.6641 7.3958 -3.7602 -0.09 0.25 0.20 0.491
H 4.4562 4.4079 -0.7683 -0.01 0.01 0.02 0.288
C -8.2478 0.6474 5.1563 -0.05 -0.10 0.01 0.106
Cl 0.4394 -9.4774 8.1526 0.12 0.08 0.07 -0.041
H -0.2432 1.9113 -5.1957 0.03 0.04 -0.18 0.487
Cl 9.9095 -9.6717 -2.5273 0.00 0.00 0.02 -0.124
Cl 7.1569 -5.5232 2.8714 0.05 0.00 -0.02 -0.099
I -1.3663 0.6295 0.0015 0.15 0.39 -0.12 -0.200
H -0.3612 3.6745 -3.5046 -0.08 0.06 0.19 0.203
H 5.0319 0.1521 -0.9162 0.09 -0.22 -0.52 1.052
C -7.2674 5.8571 3.2025 -0.03 0.09 -0.07 0.226
C -8.1224 -2.5517 0.8703 -0.05 -0.02 -0.04 0.319
C -2.4613 7.6689 0.2140 0.31 0.66 -0.18 -0.007
Cl 10.3651 1.2797 1.3165 -0.01 0.01 -0.02 -0.137
C 2.7458 -1.3131 -1.3153 -0.47 1.03 0.66 0.971
C 3.7150 -1.3559 -0.1584 -0.69 0.00 -2.08 0.155
Cl 3.6067 -5.7347 2.2100 0.07 -0.10 0.10 -0.021
H -7.7316 1.5825 4.9922 0.02 0.06 0.01 0.162
H -5.2656 2.1085 -0.5671 0.00 0.07 -0.06 -0.079
H 1.8162 -7.5970 8.3617 -0.33 -0.08 -0.26 -0.212
Cl -4.6764 9.9008 5.9354 0.02 -0.02 0.01 -0.123
H -1.6824 1.7042 -2.6837 -0.12 -0.40 0.32 -0.462
C 4.7401 -1.5352 -5.1264 0.04 -0.07 0.09 -0.165
Cl 7.7210 -2.7791 2.1174 0.96 -1.04 0.12 -0.021
H -2.4108 3.9488 -2.5116 -0.32 0.05 0.20 -0.276
C -1.4801 5.3310 0.7626 0.09 -0.43 0.84 -0.246
H -6.3446 5.8723 3.7682 -0.04 0.00 0.04 -0.062
C -6.2550 2.1103 -1.0105 0.10 -0.09 -0.19 0.246
C 8.4216 -4.3114 2.6508 -0.08 0.11 0.08 0.430
Cl -7.7871 7.5247 2.9606 0.05 0.06 0.01 -0.118
H 4.1163 -2.8999 2.7735 -0.02 -0.08 0.06 0.513
Cl -1.3886 6.4133 -7.0541 0.09 0.14 -0.13 -0.061
H -2.9727 6.1349 -8.7530 0.00 -0.01 0.01 0.308
C -1.3574 1.1099 -3.5309 0.42 0.74 -1.36 0.593
H 9.0944 -4.6620 1.8829 -0.01 -0.03 0.00 -0.221
H -4.3979 3.9854 1.7056 -0.16 0.06 0.11 0.524
Cl -6.9527 5.0772 1.6544 -0.78 0.07 0.43 0.036
Cl 4.5844 4.3897 1.5679 0.02 0.01 -0.02 -0.141
Cl 5.1670 -3.2232 -5.3867 0.00 0.03 -0.01 -0.093
Cl -8.9834 -4.0842 0.9929 -0.03 0.03 -0.05 -0.133
H -2.1090 0.4004 -3.8471 -0.43 -0.29 0.46 0.184
Cl -9.7302 0.9883 6.0538 0.03 0.04 -0.01 -0.139
Cl -5.9195 8.7014 -1.3217 -0.02 0.01 -0.01 -0.083
H 0.4230 -5.0519 -1.9717 0.04 0.03 -0.03 -0.165
C 1.1667 -7.9792 7.5819 -0.18 0.04 -0.04 0.450
H -1.9643 1.9768 -5.4721 -0.09 0.09 0.15 0.327
C -1.5602 6.8237 1.1142 0.12 -0.17 -0.43 -0.996
H -3.3308 7.1376 -0.1702 0.04 -0.23 0.17 -0.282
H 0.0851 7.2554 -1.0464 0.08 -0.31 -0.07 0.224
Cl -4.6993 11.1663 -0.3962 -0.02 0.01 -0.01 -0.122
H 5.6933 -8.4773 10.5233 -0.03 0.03 0.00 0.338
C 4.3288 -2.2294 1.9523 -0.25 -0.86 1.42 -0.784
H -2.8602 8.4746 0.8334 -0.21 0.04 -0.04 0.430
Cl 5.3084 -0.9856 -3.5438 0.27 0.01 -0.29 -0.062
Cl -3.9170 -3.8702 -3.7878 0.02 0.05 0.05 -0.128
Cl -0.9572 5.5706 -9.7989 -0.03 0.02 0.00 -0.126
Cl 3.9837 -5.5998 5.0746 0.02 0.02 -0.06 -0.098
Cl -0.0773 -6.7684 7.2455 0.03 0.01 0.00 -0.158
Cl -6.1344 1.5284 -2.6713 0.20 -0.01 -0.08 -0.067
H 1.8231 0.1361 -0.0196 -0.18 0.24 0.04 0.680
H -1.0574 5.4480 -2.0401 -0.31 -0.16 -0.02 -0.402
Cl -4.9473 -2.9671 -1.2225 0.12 0.02 0.00 -0.058
Cl -2.2434 -10.5834 6.1169 -0.05 0.00 0.01 -0.093
H -4.1675 5.2922 -3.9359 -0.12 0.10 -0.39 0.397
H 2.2305 0.8051 -1.6170 -0.02 0.20 0.12 0.347
H -3.1956 5.1590 -0.4938 0.01 -0.11 -0.17 -0.497
Cl 2.9946 -1.3005 -5.2809 0.00 0.06 0.00 -0.085
Cl 1.7819 -6.7495 -2.8464 -0.06 -0.07 -0.01 -0.114
H -0.2281 8.2429 -2.4409 0.10 0.11 0.07 0.508
H -3.3838 6.6978 -2.3384 0.02 -0.17 0.25 -0.167
Cl -2.3555 -4.2805 -1.3760 -0.01 0.01 0.08 -0.129
Cl -4.3142 10.2984 -3.1383 -0.07 0.05 -0.07 -0.134
Cl 9.3496 -4.0996 4.1403 -0.02 0.02 -0.06 -0.147
C -2.5534 3.9690 -3.5921 0.91 -0.09 0.13 0.015
H 2.6374 -2.8463 0.8880 -0.14 -0.03 -0.16 0.792
H -0.9211 4.2029 -5.0540 -0.18 0.18 -0.02 0.395
H -2.8103 5.5121 -5.0649 -0.10 0.08 0.05 -0.047
Cl 2.1564 -8.2705 6.1515 -0.10 -0.22 0.24 -0.013
Cl 4.3542 2.1231 -0.2342 -0.16 1.12 0.22 0.059
C 11.2614 -6.7645 0.7651 -0.04 -0.06 0.05 0.024
Cl 11.5273 -5.2155 1.5692 0.23 -0.03 -0.07 -0.090
Cl 2.2175 -10.4546 -1.8855 -0.02 0.05 0.00 -0.116
H -3.8223 -11.8210 7.3107 0.01 -0.01 0.02 0.289
H -1.1195 4.8176 1.6613 0.16 -0.02 0.00 0.641
Cl 2.1237 -3.8753 -3.0759 -0.13 -0.43 -0.35 0.000
H -2.5260 8.7455 -1.6238 0.05 0.02 -0.29 -0.266
H -3.9665 7.8609 6.8340 0.00 -0.01 -0.02 0.310
Cl -4.2755 7.3745 4.5649 0.14 -0.01 -0.05 -0.010
C 4.8034 -0.5282 -0.1204 0.21 -0.42 -0.56 -0.667
Cl -8.6111 -0.0650 3.5875 -0.02 0.34 0.46 0.005
Cl -2.5742 3.9485 -8.0137 -0.04 0.01 0.01 -0.068
H 5.2281 -0.9398 -5.8865 -0.02 0.01 0.01 0.405
Cl 6.0095 -9.1284 8.2986 0.00 0.04 0.02 -0.104
H 2.3252 -6.7517 3.8812 0.01 -0.02 0.03 0.573
Cl -5.9364 -0.6922 -5.0980 -0.02 -0.04 0.00 -0.062
Cl 9.6492 -6.8075 0.0444 -0.03 0.04 -0.03 -0.074
Cl 10.9949 -1.2664 0.0669 -0.02 0.02 -0.03 -0.099
C 9.9656 0.1695 0.0071 -0.03 -0.19 -0.03 -0.142
H -7.6352 -2.5096 -0.0956 -0.05 0.01 -0.02 0.045
C 8.5727 -8.6952 -3.1364 0.03 -0.03 -0.06 0.180
Cl -8.4762 4.9696 4.1331 0.02 -0.10 0.05 -0.135
C 5.4091 -1.4125 2.0111 -0.16 0.67 0.36 -1.673
H 0.0391 -0.4140 -4.0453 0.17 -0.13 0.09 0.357
H -4.6112 5.6414 1.1821 -0.01 0.32 0.11 0.247
```
Forces are in eV/Å.